268
Properties=species:S:1:pos:R:3:mulliken_charge:R:1 method="wB97M-V/def2-TZVPD" homo_energy_ev=-5.661 gap_ev=6.17 energy_ev=-167885.59859 max_force_ev_per_a=3.3
Cu 3.46611 2.51263 -0.52545 1.825
O -7.62627 -1.60363 -2.74593 -0.449
O 2.35810 0.37774 -1.25747 0.558
O -0.22297 3.55495 -8.95844 -0.362
O 4.83598 -2.73609 -3.82662 -0.543
O 5.60649 2.17350 -1.57583 -0.365
O 0.28139 2.83815 5.11696 -0.524
O 4.91412 -5.02315 -0.54241 0.400
O 2.85962 4.30689 -1.89414 -0.061
O -4.29883 -3.99050 2.40338 -0.605
O -0.60049 7.17447 0.92108 -0.343
O -0.75416 -5.93393 -1.27548 -0.462
O 1.81556 -7.50033 0.74873 0.106
O -4.45587 3.19415 -2.86357 -0.483
O -4.57335 4.40279 3.92197 -0.532
O 2.08854 -2.68519 5.89811 -0.491
N 4.94896 0.85057 0.95729 -0.430
N 0.62938 4.93638 2.12077 1.130
N -3.48128 6.69547 -1.40005 -0.781
N -1.56768 -3.01414 -3.56723 -0.798
N 0.75728 2.87936 -6.30737 -0.473
N -7.76127 0.51420 -0.98743 -0.594
N 3.26935 4.32549 1.06058 -0.175
N -5.00296 -1.73326 3.84993 -0.643
N -4.06817 0.92751 2.84810 0.900
N 3.61621 -6.77587 2.91954 -0.343
N 4.97363 -4.08709 2.18585 0.371
N -6.37091 5.12314 -1.65938 -0.817
N 1.01655 -0.00768 -0.89230 0.815
N 1.21807 -2.17924 -3.16504 0.750
N 4.78891 -1.35083 3.78559 -0.184
C -0.13597 5.53450 4.31312 -1.547
C -4.13647 5.62987 3.39324 -0.169
C 1.80744 -1.88275 0.60426 0.078
C -4.61236 2.04045 3.59497 0.767
C -4.05104 2.08467 -3.66949 -0.255
C -6.65328 -1.46356 -3.71331 -0.185
C -0.44619 -5.29709 0.00659 -0.004
C -0.62827 -1.25232 0.63961 -0.491
C 5.03324 5.45673 -0.16380 -1.348
C -6.63437 -0.39342 -0.72502 1.806
C 2.36359 -2.13342 -5.22042 -1.888
C -0.42488 1.62335 5.25928 -0.231
C -6.39019 -0.46767 0.74579 -1.146
C 1.35931 -8.38970 -0.26578 -0.981
C -0.04226 1.09160 -2.95677 -2.341
C 4.21275 -1.98279 4.94084 0.415
C 6.33596 -1.00932 0.39373 -1.356
C 1.95745 4.55548 -3.02717 -0.537
C -1.73921 -4.02292 -2.50775 2.608
C 4.28584 -5.82242 -1.53005 -0.364
C 0.65614 3.15047 3.78949 0.216
C 6.06006 -2.72472 -3.09277 0.085
C -2.01292 4.98500 -0.59585 -0.231
C -3.34420 -2.93477 2.47922 0.797
C 0.27708 1.87876 -7.28354 0.112
C 1.65641 -7.98232 2.09094 -1.157
C 1.49809 -5.53716 2.98731 -0.569
C 6.09636 0.45903 0.15014 0.445
C 1.14097 0.29237 1.62907 -0.386
C -0.20830 2.20824 -0.70921 0.724
C 3.74531 -2.29482 -3.04828 0.319
C 2.68678 -1.80781 4.97978 0.244
C -0.32482 0.79067 -6.40930 -0.441
C -5.63463 4.10202 -0.83841 2.455
C 5.86160 0.78145 -1.35223 -0.799
C 5.94938 -5.52248 0.34886 -1.355
C -0.07384 0.86970 -1.41341 2.852
C -3.59791 -2.12946 3.83772 0.273
C -1.41489 7.48526 -0.14483 -1.260
C 7.01822 -5.14163 2.62563 -1.741
C -7.06737 -1.75687 -1.40987 -0.669
C 6.21961 -4.47456 1.53491 1.188
C -2.53393 6.41868 -0.37716 0.949
C 2.20731 -6.91880 3.11162 0.050
C -4.74953 1.62395 5.02855 -1.924
C -0.65208 -5.07805 -2.44288 -0.689
C 5.29986 2.46109 -2.93265 -0.763
C 4.82654 -1.42214 6.22890 -1.708
C -3.87460 3.35177 3.29297 1.094
C -0.82547 2.54030 -8.12205 -0.561
C 0.81848 4.68970 3.54059 0.465
C 2.43421 -2.75358 -3.75184 -0.186
C 2.73794 5.50381 -0.99437 -0.456
C 0.85826 -0.66348 0.43271 2.734
C -1.50507 0.15280 -1.15878 0.074
C -3.09884 -4.65657 -2.63548 -1.372
C -3.46196 -2.89365 5.22217 -1.680
C -1.79048 -0.37899 0.18731 -0.018
C 0.68958 -2.70528 5.70416 -0.408
C 3.59786 5.46056 0.23587 0.289
C 0.34228 2.99180 -10.18032 -0.668
C 0.31177 8.19234 1.17434 -0.882
C -6.48925 3.78923 0.34187 -1.590
C -5.27651 2.86167 -1.69741 0.143
C -4.19153 -4.77337 1.22813 -0.311
H 0.53696 1.19963 1.61723 -0.316
H -0.78989 -0.00408 -6.99254 0.608
H -1.54442 3.01507 -7.45437 0.223
H 0.15187 -1.75958 5.77213 0.250
H 1.81725 5.03691 3.80517 0.284
H -2.79530 3.37347 3.44372 -0.283
H -0.75823 1.40773 6.27441 0.485
H -3.23672 -5.34832 -1.80446 0.293
H 6.35053 -1.34181 1.43169 0.332
H -3.19016 -5.15632 -3.59986 0.392
H -0.12353 4.39730 1.71750 -0.989
H -6.25048 -2.47729 -1.45236 0.125
H -5.94882 5.12857 -2.57694 0.251
H 6.98313 1.02877 0.42789 0.499
H -6.11343 2.27213 -2.07169 0.754
H 5.41188 4.48652 -0.48542 0.066
H 2.17890 -8.93012 2.22046 0.453
H 5.09716 -6.26923 -2.10469 0.403
H -3.34741 2.39201 -4.44316 0.101
H -2.29812 0.88194 -1.32469 -0.630
H -4.71303 4.60441 -0.54456 -1.914
H 0.40412 -3.19747 4.77445 0.003
H -1.43394 1.79624 -8.63609 0.369
H 4.37055 2.00800 -3.27790 0.163
H 4.40099 -3.05119 4.83503 0.051
H 1.65696 -5.15299 1.97970 -0.427
H -0.11958 9.18994 1.25702 0.395
H 2.33164 -2.05818 3.98014 -0.312
H -4.46487 -4.17538 0.35877 0.003
H -5.62436 2.21565 3.22991 0.090
H 6.30910 -1.74408 -2.68725 -0.214
H -3.86690 1.46251 5.64741 0.136
H 6.06190 1.98294 -3.54808 0.461
H -1.67488 -0.67368 -1.84886 -0.545
H 4.89160 -2.05128 3.06522 -0.221
H 3.76801 -1.20507 -3.05494 -0.097
H 5.13864 0.16768 -1.88954 -0.065
H 5.91082 -1.50287 6.15191 0.515
H -0.75265 -1.45438 1.70348 0.704
H 5.68977 5.82126 0.62626 0.414
H 2.59431 -1.07422 -5.10654 0.256
H 0.15959 0.77778 4.89665 0.081
H 0.20154 5.53433 5.34955 0.493
H 6.91620 -2.89187 -3.74637 0.376
H -6.74113 4.60680 1.01732 0.498
H 0.29796 -4.55919 -2.57063 0.074
H -0.74273 -2.18951 0.09494 -1.319
H 0.31681 -8.68276 -0.14168 0.298
H 2.41602 -3.82793 -3.93506 0.471
H 1.91152 -4.82516 3.70162 0.210
H 4.35080 -3.95797 1.40131 -0.441
H -0.50977 3.08492 -1.28248 -0.168
H -2.77166 -0.85233 0.15097 0.372
H 1.11966 1.58205 -7.90814 0.465
H 4.60264 -4.88246 2.68570 0.046
H 3.63290 -6.51623 1.94363 -0.286
H 7.28032 -1.31406 -0.05732 0.564
H 0.25246 -3.36448 6.45415 0.413
H 5.77819 -1.21656 3.93857 0.372
H -8.04573 0.37674 -1.94674 0.277
H -5.40479 0.75475 5.08532 0.440
H -4.78172 6.41776 3.78179 0.376
H 1.21991 -1.18142 -3.32147 -0.553
H -5.42656 -0.92016 0.97984 -0.211
H 0.79154 2.43727 -0.34048 -1.310
H -4.21468 6.00317 -1.45432 0.344
H -0.03583 6.55348 3.93928 0.459
H 0.41272 -5.58049 3.07771 0.659
H -1.29600 1.66802 4.60563 -0.132
H 2.29660 -0.82283 5.23604 0.457
H 1.17048 8.08679 0.51134 0.204
H 6.75056 0.52818 -1.92989 0.869
H 0.52952 -4.82092 -0.09018 0.167
H 4.58856 -1.92426 7.16663 0.364
H 7.48003 -4.37887 3.25257 0.384
H -1.95460 0.44958 0.87627 -0.959
H -4.30872 5.61859 2.31699 -0.071
H -5.27202 2.40581 5.57974 0.517
H -1.69304 4.56273 0.35678 -0.439
H -3.46263 -2.21502 1.66925 -0.432
H 0.59096 -8.20712 2.13984 0.553
H 3.69752 -6.60227 -1.04650 -0.046
H -3.88855 3.46272 2.20872 -0.340
H 6.42135 -5.76971 3.28696 0.313
H -2.33385 -3.33406 2.39051 0.348
H 1.26998 -2.14683 -2.15689 -0.411
H 0.44448 0.24643 -5.86151 -0.197
H -2.04260 -2.14267 -3.37991 0.180
H -2.71171 4.31526 -1.09709 0.623
H 1.71836 5.63035 -0.63030 -0.221
H 3.36447 6.33167 0.84808 0.600
H -4.88337 -5.61451 1.18400 0.464
H 2.99027 6.38544 -1.58358 0.492
H -0.05155 3.38578 -5.97652 0.242
H -4.95732 1.70878 -4.14430 0.372
H -6.24091 -0.45458 -3.71873 0.071
H 6.82686 -5.69109 -0.27541 0.479
H 0.95305 4.80621 -2.68594 -0.097
H -3.81669 7.58176 -1.05065 0.372
H -8.57232 0.11830 -0.53404 0.327
H -3.60222 1.28129 -3.08531 -0.034
H -3.22565 -5.25555 1.07744 0.067
H -1.68872 -3.48036 -1.56373 -1.362
H 1.56510 2.69052 3.40176 0.349
H -7.10644 -1.03221 1.34277 0.385
H -2.99012 6.39509 0.61251 -0.150
H 2.87471 -1.68055 0.69456 -1.056
H -0.80765 2.32617 0.19355 -0.534
H -5.75529 -0.03006 -1.25726 -0.551
H -1.17820 5.03559 -1.29498 -0.176
H 2.30916 5.36451 -3.66739 0.355
H 5.63186 -6.44577 0.83343 0.342
H -1.88605 8.44629 0.06140 0.565
H 2.08619 3.68736 -3.67360 0.227
H -5.25058 -1.43794 4.78350 0.158
H 4.13891 0.34865 0.62263 -0.414
H -7.50894 3.44514 0.16892 0.419
H 5.16482 3.53762 -3.03734 0.132
H -7.25873 4.66422 -1.80529 0.374
H 0.82690 -0.17245 2.56363 0.127
H -1.03620 1.18176 -5.68190 -0.393
H 0.43659 5.89225 1.85765 -0.053
H 3.62363 -2.65438 -2.02651 0.134
H 4.60389 -0.36117 6.34230 0.333
H -0.98243 1.59758 -3.17629 0.429
H 7.89759 -5.67060 2.25820 0.409
H -0.34630 -6.07719 0.76128 0.286
H -2.88875 -1.31480 3.98444 0.169
H 6.74932 -3.60615 1.14327 -0.073
H -4.46948 0.07311 3.20736 -0.075
H -6.08512 2.99776 0.97302 -0.115
H 6.02917 -3.50537 -2.33268 -0.086
H 3.86739 4.38892 1.87202 0.393
H -0.39229 2.50706 -10.82338 0.290
H 0.68822 8.01309 2.18144 0.266
H 1.56919 -7.91409 -1.22383 0.160
H 1.04707 2.19662 -9.93734 0.279
H 5.59284 -1.67847 -0.03998 0.099
H -0.85578 7.65519 -1.06494 0.370
H -4.68340 2.14094 -1.13451 -0.455
H -3.90484 -3.93332 -2.51148 -0.051
H -1.14778 -4.55318 0.38407 -0.354
H 2.38564 4.51841 1.50995 -0.540
H -5.72819 -1.99563 -3.49152 0.011
H -4.46975 0.96506 1.92212 -0.871
H -0.15633 2.77067 3.17002 -0.225
H -3.67531 -2.21374 6.04699 0.417
H -3.09526 5.83367 3.64308 0.054
H 0.88662 3.74060 -10.75573 0.275
H -7.08894 -1.72969 -4.67636 0.325
H -5.43290 -2.63832 3.72298 0.402
H -4.24674 -3.65007 5.21522 0.427
H -6.36609 0.55649 1.11812 0.220
H 5.13711 6.11072 -1.02959 0.354
H 1.58475 -2.54128 1.44380 0.041
H 5.12255 0.58199 1.91533 0.260
H -0.07844 0.19958 -3.58214 0.438
H 1.37232 -2.25881 -5.65606 0.509
H 1.71905 -2.48088 -0.30268 -0.304
H 2.19983 0.54527 1.57466 -0.499
H -1.17021 5.20589 4.21072 -0.130
H -7.89548 -2.15112 -0.82089 0.419
H 1.22888 3.56519 -6.87950 0.310
H 4.07054 -7.67340 2.82955 0.334
H -0.60336 -2.73500 -3.67799 0.435
H -2.58665 -3.52919 5.35634 0.356
H 2.13053 -7.26439 4.14253 0.565
H -0.83731 -5.74197 -3.28728 0.447
H 1.92102 -9.27917 0.01959 0.422
H 2.96481 -2.61806 -5.98968 0.437
H 0.82493 1.70404 -3.20373 0.047
H 3.64496 -5.19116 -2.14560 -0.147